280
Properties=species:S:1:pos:R:3:forces:R:3:lowdin_charge:R:1 method="wB97M-V/def2-TZVPD" homo_lumo_gap_ev=8.27 e_above_lowest_kj_mol=446.2 energy_ev=-144795.483 e_homo_ha=-0.288
C -0.2546 0.8981 4.2616 -0.8 -1.7 -3.7 -0.65
O 0.0381 1.4370 5.2797 0.9 0.5 2.4 0.04
N 0.1784 -0.3656 3.7624 -0.4 2.1 1.3 0.17
N -1.0145 1.5440 3.3009 0.1 -0.3 0.0 0.16
H -0.3491 -0.7363 2.9703 0.4 -0.3 0.4 0.04
H 0.6633 -0.9352 4.4418 -0.3 -0.2 -0.4 0.10
H -1.4776 2.3992 3.5558 0.0 -0.2 0.2 0.10
H -1.4514 0.9371 2.6297 -0.2 0.1 -0.4 0.05
C -0.8286 -0.5798 0.0192 -1.0 -1.4 0.9 -0.61
O -1.2933 -0.7387 1.1807 0.6 1.0 -1.0 -0.06
N -1.6042 -1.0561 -1.0152 2.7 1.2 -0.3 0.21
N 0.4148 -0.1144 -0.2087 0.1 0.2 -1.7 0.21
H -1.3385 -1.1040 -1.9795 0.2 0.3 0.0 0.07
H -2.4902 -1.3419 -0.7704 -2.2 -0.9 0.7 0.03
H 0.7261 0.1324 -1.1704 -0.5 -0.4 0.8 0.09
H 0.8359 0.4535 0.5077 0.2 0.1 0.5 0.07
C -7.7222 2.2719 -3.5722 -0.3 1.4 0.5 -0.11
O -7.6703 1.8570 -2.2147 0.0 -0.4 -0.9 -0.21
C -8.3670 0.6325 -2.0512 0.0 -0.5 -0.7 -0.23
C -8.2867 0.3070 -0.5960 0.7 -1.0 -0.2 -0.26
N -9.2384 1.0339 0.1835 1.0 1.6 1.8 -0.03
C -8.8654 0.8629 1.6509 -1.4 0.7 -1.3 -0.16
C -9.7671 1.7791 2.4854 2.7 -0.4 -0.6 -0.21
O -9.0155 1.8241 3.6856 -1.6 0.1 0.5 -0.22
C -9.3848 2.8553 4.5799 0.3 -0.9 0.9 -0.11
H -8.7748 2.6530 -3.7543 1.1 -0.7 -0.5 0.11
H -7.3236 1.5500 -4.3183 -0.7 0.0 0.5 0.08
H -7.0447 3.1348 -3.6145 -0.2 0.0 -0.1 0.08
H -7.8800 -0.1533 -2.6885 -0.3 0.4 0.5 0.12
H -9.4204 0.7177 -2.4039 0.4 0.1 0.2 0.13
H -7.2411 0.4532 -0.2924 0.0 0.3 0.1 0.11
H -8.4448 -0.7410 -0.3999 -0.3 -0.7 -0.2 0.10
H -9.0605 2.0433 -0.0375 -0.4 -1.0 0.3 0.12
H -7.8831 1.1955 1.9873 0.5 0.0 -0.9 0.11
H -8.8947 -0.1937 1.8958 -0.5 -0.2 0.1 0.11
H -10.7776 1.5086 2.5709 -1.4 -0.7 0.5 0.11
H -9.7424 2.7324 1.9567 0.0 0.5 0.1 0.12
H -10.4568 2.9826 4.8382 0.2 -0.4 -0.6 0.09
H -9.0258 3.7728 4.1366 0.2 0.7 0.4 0.08
H -8.8950 2.5277 5.5271 -0.1 1.0 -0.6 0.10
C -0.0054 -6.6468 7.8333 -1.2 0.1 -0.2 -0.10
O -0.3804 -7.7503 7.0377 0.0 0.0 -0.9 -0.19
C -0.1699 -7.5467 5.6373 1.3 -1.9 -0.2 -0.19
C 1.3421 -7.4922 5.2429 0.1 0.8 0.1 -0.18
N 1.8778 -6.1071 5.0404 -1.4 -0.2 0.5 -0.06
C 3.2140 -6.0342 5.5542 1.1 -0.7 0.1 -0.26
C 3.9356 -4.7193 5.3722 -2.4 -0.8 -0.6 -0.25
O 3.2571 -3.7060 6.0678 -0.1 0.5 -0.3 -0.18
C 3.9142 -2.4980 5.7597 0.3 0.9 0.6 -0.12
H -0.3162 -5.7144 7.3619 0.6 0.3 -0.4 0.08
H 1.0261 -6.6720 8.1532 0.4 0.2 -0.1 0.09
H -0.6752 -6.6446 8.6757 0.1 -0.4 0.8 0.08
H -0.7355 -6.6927 5.2780 0.0 0.3 -0.1 0.09
H -0.5233 -8.4674 5.0918 -0.2 0.9 0.9 0.13
H 1.5142 -8.0793 4.3368 -0.2 0.2 -0.2 0.10
H 1.9831 -7.9976 5.9898 -0.7 0.0 0.2 0.11
H 1.2603 -5.4713 5.5753 0.7 -0.4 -0.4 0.09
H 3.8367 -6.7934 5.0158 -0.4 0.4 0.3 0.14
H 3.2702 -6.3051 6.6228 -0.1 0.0 0.0 0.12
H 3.8660 -4.4940 4.2878 0.9 0.0 0.4 0.13
H 4.8701 -4.8545 5.8574 1.5 0.1 -0.4 0.11
H 3.4545 -1.6911 6.3310 0.0 -0.1 0.2 0.08
H 3.8100 -2.1675 4.7084 0.2 -0.6 0.2 0.09
H 4.9921 -2.5868 6.0590 -0.7 0.3 -0.4 0.10
C 8.1085 5.8664 -3.0074 -1.2 0.1 -0.8 -0.11
O 7.5087 5.2305 -1.8777 1.6 0.0 -0.6 -0.20
C 8.0478 5.6618 -0.6376 -1.4 -0.8 -0.7 -0.25
C 7.0688 5.1320 0.3675 0.8 1.0 -0.2 -0.22
N 5.9118 6.0216 0.3722 -0.9 0.0 -2.2 -0.06
C 5.0377 5.5882 1.3836 -1.8 -0.2 1.2 -0.26
C 3.7996 6.4452 1.6061 1.1 1.0 -0.6 -0.20
O 4.0320 7.5174 2.5290 -1.3 -0.2 -0.4 -0.16
C 2.8126 8.2121 2.8457 0.6 0.9 -0.3 -0.10
H 7.4412 6.7021 -3.2343 -0.1 0.1 -0.5 0.08
H 8.0739 5.1374 -3.8499 0.3 0.6 0.6 0.09
H 9.0881 6.3719 -2.9401 0.0 -0.9 0.6 0.09
H 8.1234 6.7329 -0.6751 -0.1 0.7 0.5 0.12
H 8.9870 5.2388 -0.3868 1.4 -0.5 -0.4 0.11
H 7.5830 5.3331 1.3117 -0.3 -0.4 0.4 0.12
H 6.9717 4.0026 0.2142 -0.4 1.3 0.2 0.15
H 5.2970 6.0024 -0.5138 2.0 -0.1 1.3 0.15
H 5.5739 5.5342 2.3177 0.2 -0.3 0.5 0.12
H 4.6511 4.6038 1.0999 -0.1 -0.5 0.5 0.10
H 3.0019 5.8464 1.9437 -1.0 -0.8 0.6 0.09
H 3.5136 6.8402 0.6232 -0.1 0.2 0.1 0.10
H 2.1123 7.7025 3.4999 0.2 -0.7 0.2 0.06
H 2.1746 8.5415 1.9834 0.9 -0.3 0.2 0.09
H 3.1598 9.1070 3.3787 -0.3 -0.1 -0.2 0.09
C 3.1040 -2.9558 -5.1460 1.0 0.5 0.3 -0.08
O 3.0330 -2.1719 -3.9303 -0.6 -0.7 -0.7 -0.24
C 1.7056 -2.1144 -3.3142 2.2 -2.4 0.4 -0.19
C 0.7907 -1.1328 -3.9025 -1.9 0.6 -1.1 -0.21
N 1.1610 0.2605 -3.5851 -3.2 -0.5 0.4 -0.04
C 2.3731 0.6482 -4.1505 1.1 2.3 -3.5 -0.22
C 2.4731 2.1924 -4.3005 -1.6 1.4 0.6 -0.14
O 1.2040 2.7087 -4.7824 -0.1 -2.5 -0.3 -0.24
C 0.9146 4.0492 -4.8139 1.8 2.1 0.0 -0.13
H 3.9588 -3.6854 -5.1373 -0.7 0.6 0.5 0.10
H 3.3177 -2.2854 -5.9956 -0.4 -0.2 0.2 0.08
H 2.1871 -3.5091 -5.3111 -0.3 -0.1 -0.1 0.07
H 1.9835 -1.8993 -2.2701 -0.6 0.1 -0.2 0.12
H 1.3060 -3.1727 -3.3595 0.0 1.3 0.1 0.10
H -0.2344 -1.3510 -3.5018 0.8 0.3 -0.1 0.10
H 0.6260 -1.3445 -5.0234 0.6 0.4 1.2 0.13
H 0.3914 0.8944 -3.9297 1.2 -0.8 0.4 0.12
H 2.5030 0.2618 -5.2378 -0.1 0.2 1.5 0.14
H 3.2156 0.3790 -3.5789 1.1 -0.8 0.6 0.09
H 3.2252 2.5479 -4.9784 0.7 -0.4 -0.6 0.11
H 2.6806 2.7595 -3.3831 0.0 -0.6 0.4 0.12
H 1.7518 4.6547 -5.2948 -0.9 -0.7 -0.1 0.09
H 0.9418 4.5237 -3.8141 -0.7 -0.4 -0.1 0.07
H -0.0260 4.1984 -5.3753 0.5 0.0 0.5 0.10
C -1.4623 2.7776 -1.4003 -0.2 -0.2 -1.5 -0.09
O -0.8055 4.0188 -1.5408 0.8 0.1 0.1 -0.22
C -1.1027 5.0391 -0.6013 0.6 0.0 0.5 -0.19
C -0.4214 6.3624 -1.0852 -1.3 -0.7 -0.2 -0.22
N 0.9934 6.2415 -1.0002 1.1 0.5 -0.4 -0.04
C 1.8387 7.3976 -1.4492 -1.6 -0.2 0.5 -0.18
C 1.4645 8.0232 -2.7627 -0.5 -0.3 -1.9 -0.20
O 2.0033 7.1346 -3.7982 -0.9 1.7 -0.1 -0.22
C 1.7832 7.6805 -5.1280 0.5 -1.3 0.8 -0.10
H -1.2113 2.2261 -2.3267 -0.3 0.4 0.1 0.09
H -2.5655 2.9211 -1.3820 0.7 -0.3 0.3 0.08
H -1.0727 2.0725 -0.6622 -0.2 0.6 0.8 0.07
H -0.7852 4.7331 0.4486 -0.1 0.5 -1.1 0.14
H -2.1747 5.1435 -0.6028 -0.7 0.4 0.2 0.10
H -0.7708 7.2155 -0.5232 -0.2 0.2 0.6 0.12
H -0.7567 6.5595 -2.1215 -0.2 -0.3 0.2 0.11
H 1.1805 5.5003 -1.6481 0.6 -0.7 -0.2 0.08
H 2.7877 6.9351 -1.5699 1.2 0.2 0.2 0.10
H 1.7992 8.1717 -0.6850 0.3 -0.1 0.3 0.11
H 1.7634 9.0767 -3.0049 0.4 -0.8 0.7 0.13
H 0.3603 8.0825 -2.8472 0.3 -0.2 -0.1 0.11
H 2.4952 7.0941 -5.7210 -0.3 0.4 -0.3 0.08
H 2.0109 8.7472 -5.1934 0.1 0.0 0.1 0.08
H 0.7601 7.4886 -5.4760 0.1 0.1 0.1 0.09
C -2.9369 -7.2374 -1.7351 1.3 0.1 0.0 -0.09
O -1.6111 -6.7168 -1.7455 0.8 0.4 -0.4 -0.24
C -0.9805 -6.5145 -3.0020 -0.7 0.5 -1.2 -0.22
C -0.0285 -5.3175 -2.9574 0.8 -1.7 0.2 -0.23
N 1.1962 -5.5729 -2.2017 -1.6 -0.6 1.0 -0.02
C 0.9546 -5.3581 -0.7822 0.4 3.4 -0.7 -0.21
C 2.1447 -5.4803 0.0829 1.7 -1.6 -0.4 -0.25
O 3.1918 -4.6166 -0.2652 0.2 1.1 -1.1 -0.19
C 4.2710 -4.4833 0.6456 -1.2 -1.0 0.8 -0.08
H -3.0638 -7.3201 -0.6308 -0.8 -0.3 -1.0 0.10
H -2.9319 -8.2080 -2.2863 -0.4 0.5 0.6 0.09
H -3.6023 -6.5076 -2.2334 -0.1 -0.4 0.4 0.08
H -1.7347 -6.2090 -3.7965 0.4 -0.6 0.8 0.13
H -0.4464 -7.4124 -3.3715 -0.3 0.2 0.4 0.13
H -0.6180 -4.5163 -2.5557 -0.2 1.0 0.2 0.10
H 0.3478 -5.1156 -3.9518 -0.6 0.2 -0.6 0.11
H 1.9175 -5.0022 -2.5553 1.1 0.8 -0.1 0.07
H 0.2792 -6.0585 -0.4360 -1.6 -1.6 0.6 0.09
H 0.4354 -4.3164 -0.5436 1.0 -1.6 -0.8 0.15
H 2.4887 -6.5598 0.0807 -0.1 0.9 -0.1 0.15
H 1.8389 -5.2495 1.0532 -0.5 0.1 1.9 0.07
H 5.0574 -3.8840 0.2044 0.1 -0.1 -0.2 0.08
H 4.5591 -5.5090 0.9039 0.7 0.2 0.0 0.09
H 3.9567 -4.0203 1.6049 0.0 0.0 -0.4 0.08
C 2.1754 5.1569 5.1883 -0.5 -0.9 0.6 -0.10
O 2.9960 4.6375 4.1994 -0.3 -0.3 -1.4 -0.23
C 4.0752 3.8527 4.6364 -0.3 0.8 0.1 -0.22
C 3.6978 2.5371 5.3031 2.0 0.2 -0.7 -0.23
N 2.8543 1.6321 4.6050 0.3 -0.7 -1.6 -0.02
C 2.9708 1.4725 3.1226 -1.5 0.8 1.4 -0.14
C 2.2803 2.5612 2.2762 1.7 0.3 -0.4 -0.20
O 1.9658 1.9111 1.0452 -1.0 -0.2 0.0 -0.25
C 1.9208 2.8213 -0.0504 1.8 1.8 2.5 -0.07
H 1.1263 5.0245 4.8888 0.2 0.4 0.0 0.10
H 2.4476 6.1827 5.3532 -0.2 0.7 0.3 0.08
H 2.2740 4.5777 6.1137 0.0 0.3 0.1 0.09
H 4.6394 4.5025 5.3395 0.4 -0.7 -0.2 0.13
H 4.6545 3.6415 3.7291 0.1 0.2 0.2 0.11
H 3.3600 2.7135 6.3000 -0.6 -0.1 0.7 0.10
H 4.7246 2.1237 5.4061 -0.3 -0.3 0.3 0.12
H 1.9048 1.6232 4.9197 -0.3 0.2 0.1 0.05
H 2.3415 0.6427 2.8141 0.4 -0.7 0.4 0.09
H 4.0038 1.2911 2.8333 0.0 0.1 0.0 0.11
H 2.9395 3.4192 2.0865 0.2 -0.2 -0.2 0.08
H 1.4404 3.0487 2.7424 -0.8 -0.4 0.3 0.11
H 1.4612 2.4169 -0.9092 -0.5 -0.6 -0.9 0.05
H 3.0113 3.0129 -0.1638 -0.6 0.5 -1.0 0.10
H 1.4419 3.7920 0.2813 0.3 -1.0 -0.7 0.09
C 8.6391 -2.7500 -6.0286 -0.1 0.3 0.2 -0.12
O 8.7451 -1.3484 -5.8913 -0.3 -0.2 0.7 -0.17
C 7.6503 -0.9618 -5.0400 0.2 -0.2 -1.0 -0.22
C 7.9459 -1.1948 -3.5786 1.2 0.1 0.9 -0.24
N 6.8932 -0.6805 -2.7293 -1.0 -0.7 -1.3 -0.04
C 5.9003 -1.7268 -2.4773 0.7 -1.1 0.8 -0.20
C 4.9222 -1.3726 -1.3878 -0.7 -0.7 0.3 -0.26
O 5.5389 -1.3195 -0.1159 -0.9 0.4 0.5 -0.20
C 4.5338 -0.8707 0.8442 1.1 -0.8 -0.5 -0.08
H 8.6909 -3.2617 -5.0845 -0.2 -0.2 0.7 0.07
H 9.4506 -3.1713 -6.5679 0.7 0.1 -1.0 0.08
H 7.6824 -2.9518 -6.4852 -0.3 -0.5 -0.4 0.08
H 6.7524 -1.4512 -5.4678 0.1 0.2 0.7 0.12
H 7.5223 0.1073 -5.1382 0.0 0.3 -0.2 0.12
H 8.9038 -0.6808 -3.4150 -0.3 0.4 0.1 0.13
H 8.2318 -2.2034 -3.2315 -0.5 -0.2 -0.7 0.11
H 7.2294 -0.2665 -1.8937 0.3 0.1 0.8 0.10
H 6.4143 -2.7102 -2.1619 -0.5 1.1 -0.1 0.14
H 5.3303 -2.0615 -3.3577 0.2 0.8 0.0 0.10
H 4.1700 -2.1878 -1.3225 0.1 0.3 -0.4 0.11
H 4.3745 -0.4255 -1.4997 0.2 0.0 -0.7 0.12
H 4.4882 0.2148 0.8462 -0.4 0.1 -0.2 0.07
H 4.9892 -1.1839 1.7654 -0.3 -0.1 0.8 0.08
H 3.5272 -1.3498 0.7098 0.9 0.4 -0.1 0.10
C -4.8589 -2.0204 -3.1326 -1.2 0.4 0.8 -0.12
O -4.6444 -1.8126 -4.4922 0.1 0.0 -0.5 -0.18
C -4.7451 -0.4358 -4.8335 0.6 -0.2 1.2 -0.23
C -3.8111 -0.1228 -5.9683 -0.9 -0.1 -0.1 -0.21
N -2.4706 -0.3872 -5.4933 0.7 1.3 -0.1 -0.05
C -1.4782 0.1595 -6.3914 0.3 2.1 -0.6 -0.24
C -1.1433 -0.8561 -7.4425 0.4 -0.4 -0.1 -0.23
O -0.2883 -0.4844 -8.5059 -0.4 0.6 0.4 -0.15
C 0.7852 0.3533 -8.1135 0.1 -0.3 0.5 -0.10
H -5.8954 -1.7644 -2.7723 0.6 0.2 -0.5 0.09
H -4.1569 -1.4151 -2.5592 0.1 -0.1 0.3 0.07
H -4.7900 -3.0661 -2.8876 0.5 -0.5 -0.1 0.08
H -4.2521 0.1848 -4.0645 -0.6 -0.3 0.5 0.12
H -5.8098 -0.2063 -4.8667 0.0 0.5 -0.6 0.11
H -3.8121 0.9774 -6.0044 -0.5 -0.3 -0.9 0.13
H -4.1499 -0.6535 -6.8976 0.6 0.7 0.4 0.14
H -2.2582 -1.3382 -5.3507 -0.2 -1.4 0.3 0.09
H -0.5478 0.5157 -5.9550 0.1 -0.4 0.9 0.08
H -1.8364 1.1609 -6.7814 -0.1 -1.3 -0.1 0.15
H -2.0676 -1.1857 -7.8530 -0.7 -0.3 -0.8 0.11
H -0.7670 -1.7463 -6.8982 0.4 0.2 -0.2 0.12
H 0.5377 1.3504 -7.7160 -0.5 -0.2 -0.2 0.09
H 1.3885 0.4971 -8.9925 0.4 -0.1 -0.2 0.09
H 1.3527 -0.1377 -7.3137 0.3 0.0 -0.1 0.07
C -4.9040 2.8332 0.1052 -0.4 0.7 0.9 -0.12
O -5.1846 1.5825 0.7012 0.4 0.0 -0.3 -0.21
C -4.1786 0.5692 0.5356 -1.0 -0.1 0.0 -0.19
C -4.6244 -0.5854 1.4158 0.5 -1.0 0.2 -0.18
N -4.0196 -1.8754 1.0573 0.6 -0.7 -0.9 -0.05
C -4.5867 -3.1374 1.6419 -1.0 1.5 -0.5 -0.14
C -5.9790 -3.4992 0.9742 1.4 0.8 1.7 -0.18
O -7.0264 -2.9028 1.7557 -0.3 -0.4 -0.5 -0.22
C -8.3042 -3.3511 1.3299 -0.8 0.5 -0.3 -0.13
H -5.6234 3.5635 0.5560 0.0 -0.7 -0.9 0.10
H -4.8784 2.8273 -0.9991 -0.4 -0.1 0.4 0.08
H -3.9734 3.2802 0.4456 0.7 -0.4 0.1 0.06
H -3.2211 0.9584 0.8627 0.4 0.1 -0.2 0.10
H -4.1549 0.1917 -0.4969 0.2 0.4 -0.1 0.11
H -5.6935 -0.6884 1.3109 -0.4 0.1 0.2 0.10
H -4.3341 -0.3816 2.4363 -0.4 0.4 0.6 0.11
H -3.0147 -1.8056 1.2474 -0.4 -0.3 0.2 0.07
H -4.6742 -3.0253 2.7198 -0.4 -0.1 0.1 0.07
H -3.8635 -3.9385 1.5401 0.1 -0.1 -0.5 0.11
H -6.1428 -4.5688 0.9939 0.1 -0.4 -0.3 0.11
H -5.9198 -3.0937 -0.0346 -0.4 -0.1 -0.3 0.11
H -9.0897 -2.7340 1.8251 0.7 -0.3 -0.3 0.09
H -8.5620 -4.4072 1.5521 0.6 0.3 0.1 0.09
H -8.4270 -3.2258 0.2312 0.1 0.0 0.5 0.08
C 0.2081 -3.3600 1.9281 -1.1 -0.8 0.3 -0.10
O -0.7040 -3.0579 2.9587 -0.2 -1.3 0.8 -0.20
C -0.9901 -4.2382 3.7808 1.8 1.8 0.4 -0.18
C -1.7793 -3.7281 4.9393 -1.5 0.9 0.7 -0.20
N -3.0111 -2.9657 4.6028 0.8 -0.9 -0.3 -0.04
C -3.9118 -2.8655 5.7168 -1.0 0.7 0.5 -0.23
C -5.1891 -2.1640 5.2983 0.8 1.1 1.6 -0.21
O -4.8609 -0.7881 5.0220 -0.3 -0.8 0.8 -0.18
C -5.9975 -0.0625 4.6616 -1.2 -0.5 -2.2 -0.14
H 0.1259 -4.4124 1.7009 0.2 -0.4 -0.1 0.07
H 1.2166 -3.0987 2.1355 1.1 0.2 0.5 0.09
H -0.1041 -2.8451 1.0649 -0.3 0.8 -1.1 0.05
H -0.0213 -4.6098 4.2410 -0.9 0.1 -0.9 0.11
H -1.4513 -5.0334 3.1905 -0.2 0.1 0.0 0.13
H -1.2517 -3.0311 5.5879 1.1 -0.2 -0.1 0.12
H -2.0236 -4.5578 5.5971 -0.4 -0.3 0.0 0.10
H -2.7151 -2.0458 4.2812 -0.2 -0.2 0.1 0.11
H -3.6017 -2.3170 6.6215 0.7 0.0 -0.2 0.13
H -4.1887 -3.8489 6.0783 0.0 -0.5 -0.1 0.12
H -5.9550 -2.2427 6.0950 0.3 0.2 -0.1 0.13
H -5.5684 -2.6254 4.4448 -0.9 -0.7 -1.7 0.08
H -5.6808 0.8639 4.1963 0.1 0.4 0.4 0.08
H -6.8140 0.0919 5.3853 0.7 0.0 0.5 0.09
H -6.5193 -0.5855 3.8065 0.3 0.2 0.6 0.09